Entry 1:
{
  "formula": "C24H27NOSiSr",
  "method": "ωB97M-V/def2-TZVPD",
  "total_energy_ha": -1380.739035,
  "de_lowest_kcal_mol": 0.0,
  "species": ["C", "C", "C", "H", "C", "C", "H", "H", "H", "H", "Sr", "C", "H", "H", "H", "Si", "C", "C", "H", "C", "H", "C", "H", "C", "H", "C", "H", "C", "C", "H", "C", "H", "C", "H", "C", "H", "C", "H", "H", "H", "O", "C", "C", "C", "C", "C", "C", "N", "H", "H", "H", "H", "H", "H", "H"],
  "xyz": [[0.874, 2.001, 0.999], [-0.147, 2.238, 0.042], [-1.284, 2.753, 0.723], [-0.060, 2.139, -1.033], [-0.946, 2.860, 2.096], [0.382, 2.388, 2.267], [0.939, 2.434, 3.209], [1.879, 1.658, 0.775], [-2.204, 3.073, 0.223], [-1.564, 3.329, 2.866], [-1.053, 0.018, 1.566], [-1.131, -2.434, -2.107], [-1.680, -2.424, -1.154], [-0.861, -3.480, -2.300], [-1.775, -2.186, -2.984], [0.085, -0.869, -2.244], [1.834, -0.769, -2.882], [2.545, 0.409, -2.660], [2.041, 1.282, -2.262], [3.920, 0.450, -2.942], [4.483, 1.377, -2.808], [4.586, -0.690, -3.423], [5.654, -0.649, -3.669], [3.865, -1.880, -3.650], [4.384, -2.765, -4.024], [2.486, -1.902, -3.412], [1.901, -2.792, -3.614], [-1.076, 0.438, -2.907], [-0.690, 1.337, -3.912], [0.204, 1.155, -4.492], [-1.458, 2.481, -4.179], [-1.115, 3.206, -4.918], [-2.659, 2.697, -3.503], [-3.284, 3.554, -3.737], [-3.058, 1.802, -2.502], [-3.950, 2.009, -1.896], [-2.303, 0.653, -2.255], [-2.690, -0.088, -1.544], [0.184, -0.459, -0.811], [0.471, -2.293, -2.039], [-0.237, -2.228, 2.014], [-0.344, -2.876, 3.352], [-0.545, -1.820, 4.418], [-0.398, -2.137, 5.774], [-0.525, -1.111, 6.726], [-0.776, 0.188, 6.288], [-0.949, 0.431, 4.923], [-0.846, -0.562, 3.992], [0.115, -2.882, 1.391], [-1.191, -3.578, 3.320], [0.600, -3.405, 3.539], [-0.177, -3.186, 6.037], [-0.426, -1.343, 7.788], [-0.860, 1.010, 7.001], [-1.172, 1.437, 4.533]]
}



Entry 2:
{
  "formula": "C24H28As2F6IrN2S2",
  "method": "ωB97M-V/def2-TZVPD",
  "total_energy_ha": -7011.397469,
  "charge": 3,
  "de_lowest_kcal_mol": 10.7,
  "species": ["Ir", "C", "C", "N", "C", "C", "S", "C", "C", "N", "H", "H", "H", "H", "H", "H", "H", "H", "H", "H", "H", "H", "H", "H", "S", "C", "C", "C", "C", "C", "C", "As", "C", "C", "C", "C", "C", "C", "C", "C", "C", "C", "C", "C", "H", "H", "H", "H", "H", "H", "H", "H", "H", "H", "H", "H", "H", "H", "F", "As", "F", "F", "F", "F", "F"],
  "xyz": [[-0.357, 2.069, 0.470], [0.483, 4.559, 1.865], [0.631, 3.415, 2.843], [-0.348, 2.341, 2.479], [-1.712, 2.550, 3.080], [-2.584, 3.523, 2.299], [-2.412, 3.232, 0.498], [-1.787, 4.819, -0.175], [-0.292, 4.779, -0.499], [0.450, 3.950, 0.498], [1.318, 5.255, 1.950], [-0.426, 5.131, 2.029], [0.464, 3.737, 3.872], [1.631, 2.985, 2.783], [0.004, 1.464, 2.863], [-1.593, 2.891, 4.111], [-2.188, 1.574, 3.110], [-2.409, 4.574, 2.517], [-3.624, 3.312, 2.546], [-2.067, 5.611, 0.517], [-2.346, 4.989, -1.094], [0.120, 5.791, -0.524], [-0.121, 4.331, -1.478], [1.417, 3.877, 0.174], [1.633, 1.348, -0.371], [2.505, -0.122, 0.113], [3.809, 0.110, 0.537], [4.656, -0.937, 0.884], [4.221, -2.251, 0.818], [2.939, -2.527, 0.381], [2.097, -1.471, -0.014], [0.506, -2.062, -0.836], [0.265, -1.633, -2.618], [-0.962, -1.950, -3.236], [-1.154, -1.595, -4.555], [-0.147, -0.921, -5.241], [1.064, -0.598, -4.622], [1.271, -0.917, -3.299], [0.138, -3.823, -0.408], [0.005, -4.181, 0.951], [-0.410, -5.454, 1.271], [-0.683, -6.367, 0.252], [-0.555, -6.014, -1.092], [-0.168, -4.737, -1.438], [4.167, 1.129, 0.597], [5.663, -0.717, 1.214], [4.876, -3.063, 1.104], [2.609, -3.553, 0.302], [-1.738, -2.476, -2.692], [-2.085, -1.835, -5.050], [-0.302, -0.643, -6.276], [1.844, -0.104, -5.185], [2.211, -0.679, -2.820], [0.214, -3.461, 1.734], [-0.542, -5.739, 2.306], [-0.981, -7.376, 0.508], [-0.751, -6.746, -1.863], [-0.041, -4.468, -2.478], [-1.365, 0.352, -0.109], [-2.773, -0.783, 0.687], [-1.984, -1.970, -0.316], [-3.664, -0.276, -0.659], [-3.854, -1.851, 1.382], [-3.283, 0.614, 1.554], [-1.504, -1.015, 1.851]]
}



Entry 3:
{
  "formula": "C24H28AsCrN3O6S",
  "method": "ωB97M-V/def2-TZVPD",
  "total_energy_ha": -5225.575064,
  "spin_multiplicity": 5,
  "de_lowest_kcal_mol": 0.0,
  "species": ["Cr", "O", "C", "C", "C", "N", "C", "C", "C", "O", "O", "C", "O", "O", "H", "H", "H", "C", "C", "N", "O", "H", "H", "H", "H", "H", "C", "As", "C", "C", "H", "H", "H", "H", "H", "H", "H", "H", "H", "N", "S", "C", "C", "C", "C", "C", "C", "C", "C", "C", "C", "C", "C", "H", "H", "H", "H", "H", "H", "H", "H", "H", "H", "H"],
  "xyz": [[-1.174, -1.104, -0.758], [-6.322, -4.385, -1.024], [-5.204, -3.612, -0.869], [-5.187, -2.217, -0.988], [-4.011, -1.486, -0.995], [-2.885, -2.163, -0.931], [-2.832, -3.462, -0.686], [-3.977, -4.234, -0.643], [-1.407, -3.977, -0.457], [-1.169, -5.158, -0.424], [-0.545, -2.999, -0.460], [-3.879, 0.043, -1.080], [-4.862, 0.746, -1.135], [-2.638, 0.404, -1.129], [-7.100, -3.847, -0.993], [-6.111, -1.677, -1.048], [-3.914, -5.301, -0.538], [-2.455, -0.443, 3.585], [-2.012, -0.103, 2.150], [-2.555, 1.007, 1.633], [-1.299, -0.886, 1.550], [-2.479, 0.460, 4.218], [-1.725, -1.125, 4.058], [-3.469, -0.845, 3.547], [-3.132, 1.571, 2.223], [-2.561, 1.225, 0.655], [0.529, 5.712, -1.066], [-0.887, 4.377, -0.668], [-0.593, 3.247, -2.243], [0.297, 3.371, 0.566], [1.527, 5.301, -1.250], [0.572, 6.400, -0.231], [0.229, 6.343, -1.943], [0.451, 3.125, -2.484], [-1.084, 3.709, -3.084], [-1.029, 2.254, -2.061], [1.217, 3.243, 0.058], [-0.141, 2.381, 0.778], [0.482, 3.862, 1.524], [0.635, -0.059, -0.554], [1.634, -0.743, 0.536], [2.836, -1.821, -0.280], [4.087, -2.061, 0.288], [4.981, -2.909, -0.366], [4.609, -3.519, -1.588], [3.312, -3.329, -2.066], [2.423, -2.505, -1.398], [2.682, 0.611, 1.004], [3.509, 1.193, 0.059], [4.165, 2.381, 0.405], [3.908, 2.931, 1.624], [3.096, 2.338, 2.554], [2.526, 1.127, 2.270], [1.117, 0.559, -1.234], [4.449, -1.568, 1.160], [6.042, -3.051, 0.027], [5.339, -4.083, -2.183], [2.939, -3.795, -2.954], [1.428, -2.392, -1.770], [3.690, 0.721, -0.884], [4.820, 2.849, -0.302], [4.360, 3.909, 1.801], [2.880, 2.799, 3.501], [1.868, 0.659, 2.997]]
}



Entry 4:
{
  "formula": "C24H28BN11S2Ti",
  "method": "ωB97M-V/def2-TZVPD",
  "total_energy_ha": -3204.273665,
  "spin_multiplicity": 4,
  "charge": 1,
  "species": ["Ti", "C", "C", "C", "C", "N", "N", "B", "N", "C", "C", "C", "C", "N", "N", "C", "C", "C", "C", "N", "N", "C", "C", "C", "C", "N", "H", "H", "H", "H", "H", "H", "H", "H", "H", "H", "H", "H", "H", "H", "H", "H", "H", "H", "H", "H", "C", "S", "C", "S", "N", "N", "C", "C", "C", "C", "C", "C", "N", "H", "H", "H", "H", "H", "H", "H", "H"],
  "xyz": [[-0.016, 0.697, -0.287], [1.538, -0.642, -3.346], [1.319, -1.478, -2.127], [1.571, -2.827, -1.909], [1.182, -3.081, -0.604], [0.740, -1.950, -0.057], [0.820, -0.949, -0.996], [0.148, -1.646, 1.358], [0.860, -0.373, 1.976], [1.185, -0.269, 3.267], [2.055, 0.788, 3.410], [2.224, 1.317, 2.131], [3.205, 2.396, 1.785], [1.472, 0.625, 1.251], [-1.346, -1.220, 1.199], [-2.498, -1.886, 1.311], [-3.541, -0.988, 1.202], [-2.945, 0.252, 0.992], [-3.600, 1.586, 0.847], [-1.613, 0.114, 0.983], [0.304, -2.823, 2.283], [-0.483, -3.200, 3.331], [0.258, -4.009, 4.138], [1.535, -4.072, 3.518], [2.759, -4.795, 3.997], [1.567, -3.346, 2.413], [2.595, -0.627, -3.617], [0.982, -1.046, -4.195], [1.213, 0.377, -3.186], [1.972, -3.538, -2.618], [1.202, -3.994, -0.027], [0.793, -0.965, 4.000], [2.530, 1.131, 4.322], [3.900, 2.505, 2.617], [3.788, 2.132, 0.904], [2.731, 3.363, 1.620], [-2.504, -2.955, 1.472], [-4.598, -1.202, 1.264], [-4.162, 1.819, 1.751], [-2.870, 2.371, 0.698], [-4.303, 1.589, 0.012], [-1.510, -2.868, 3.424], [-0.067, -4.513, 5.038], [2.495, -5.646, 4.623], [3.351, -5.146, 3.154], [3.388, -4.127, 4.588], [-3.100, 0.370, -6.414], [-2.841, -0.508, -4.872], [-2.118, 0.674, -3.823], [-1.818, 2.281, -4.205], [-1.851, 0.133, -2.619], [-1.443, 0.988, -1.688], [-1.657, 2.365, -1.802], [-0.613, 3.166, -1.299], [-0.657, 4.572, -1.251], [0.486, 5.272, -1.009], [1.713, 4.581, -0.872], [1.704, 3.224, -0.892], [0.569, 2.486, -1.023], [-3.524, -0.367, -7.094], [-2.156, 0.739, -6.808], [-3.796, 1.192, -6.278], [-2.659, 2.745, -1.935], [-1.594, 5.077, -1.467], [0.463, 6.356, -0.969], [2.647, 5.113, -0.760], [2.616, 2.660, -0.830]]
}



Entry 5:
{
  "formula": "C24H28ClF9N2O3Sc",
  "method": "ωB97M-V/def2-TZVPD",
  "total_energy_ha": -3386.459616,
  "charge": -1,
  "de_lowest_kcal_mol": 0.0,
  "species": ["Sc", "Cl", "N", "N", "C", "C", "C", "C", "C", "C", "H", "H", "H", "H", "H", "H", "C", "C", "C", "C", "H", "H", "H", "H", "H", "H", "O", "H", "H", "O", "H", "H", "C", "C", "C", "H", "H", "C", "C", "H", "C", "C", "C", "C", "H", "C", "H", "H", "H", "H", "H", "H", "H", "H", "F", "C", "F", "F", "C", "O", "C", "F", "F", "F", "C", "F", "F", "F"],
  "xyz": [[0.177, 0.311, 1.197], [0.433, -0.493, 3.326], [-1.938, -0.310, 0.598], [2.172, 0.548, -0.031], [-2.448, -1.481, 1.000], [3.020, -0.404, -0.370], [-3.105, 0.467, 0.090], [-4.258, -0.159, 0.881], [-3.325, 0.208, -1.388], [-3.007, 1.951, 0.358], [-3.367, -0.867, -1.610], [-2.516, 0.660, -1.971], [-4.279, 0.661, -1.695], [-2.822, 2.125, 1.415], [-3.969, 2.423, 0.103], [-2.224, 2.436, -0.231], [2.646, 1.810, -0.687], [3.840, 1.347, -1.519], [3.147, 2.808, 0.336], [1.559, 2.413, -1.555], [1.209, 1.678, -2.287], [1.963, 3.276, -2.097], [0.717, 2.755, -0.945], [3.902, 2.338, 0.981], [2.337, 3.177, 0.956], [3.605, 3.665, -0.182], [3.959, -0.073, -1.244], [4.789, 1.808, -1.218], [3.723, 1.467, -2.602], [-3.758, -1.498, 1.181], [-5.208, -0.273, 0.341], [-4.435, 0.353, 1.841], [-1.700, -2.745, 1.234], [3.008, -1.823, 0.079], [1.693, -2.365, -0.376], [3.067, -1.823, 1.176], [3.872, -2.346, -0.335], [0.613, -2.255, 0.496], [-0.622, -2.827, 0.195], [0.782, -1.839, 1.526], [-0.835, -3.369, -1.075], [0.219, -3.362, -1.998], [-2.181, -3.896, -1.483], [1.488, -2.886, -1.658], [0.050, -3.752, -2.999], [2.593, -2.887, -2.674], [2.278, -3.408, -3.581], [3.494, -3.383, -2.294], [2.884, -1.869, -2.969], [-2.576, -4.609, -0.750], [-2.114, -4.411, -2.446], [-2.928, -3.098, -1.601], [-2.399, -3.588, 1.203], [-1.271, -2.664, 2.243], [1.078, 4.859, 1.483], [-0.180, 4.556, 1.920], [-0.588, 5.587, 2.699], [-0.978, 4.532, 0.821], [-0.217, 3.192, 2.654], [-0.155, 2.133, 1.747], [0.955, 3.155, 3.692], [1.274, 4.385, 4.174], [0.671, 2.363, 4.755], [2.078, 2.642, 3.113], [-1.526, 3.216, 3.502], [-1.413, 3.957, 4.636], [-2.587, 3.719, 2.801], [-1.846, 1.945, 3.861]]
}



Entry 6:
{
  "formula": "C24H28Co2O6P",
  "method": "ωB97M-V/def2-TZVPD",
  "total_energy_ha": -4489.525217,
  "charge": -1,
  "de_lowest_kcal_mol": 50.9,
  "species": ["C", "C", "C", "P", "C", "C", "C", "C", "C", "C", "H", "H", "H", "H", "H", "H", "H", "H", "H", "H", "H", "H", "H", "H", "H", "H", "H", "H", "H", "H", "H", "O", "C", "Co", "C", "O", "C", "O", "C", "C", "C", "C", "C", "C", "C", "C", "C", "Co", "C", "O", "C", "O", "C", "O", "H", "H", "H", "H", "H", "H", "H"],
  "xyz": [[0.164, -1.140, -4.664], [0.176, -1.357, -3.142], [-1.236, -1.702, -2.675], [0.983, 0.018, -2.118], [2.630, -0.051, -3.071], [3.248, -1.434, -3.179], [3.680, 0.925, -2.513], [0.363, 1.466, -3.192], [1.012, 2.797, -2.819], [-1.164, 1.583, -3.225], [-0.275, -2.030, -5.149], [-0.471, -0.291, -4.943], [1.165, -0.985, -5.099], [0.809, -2.233, -2.933], [-1.552, -2.624, -3.186], [-1.264, -1.878, -1.594], [-1.962, -0.912, -2.912], [2.401, 0.294, -4.096], [4.239, -1.320, -3.630], [3.379, -1.871, -2.192], [2.666, -2.109, -3.802], [4.654, 0.631, -2.929], [3.493, 1.969, -2.804], [3.747, 0.860, -1.418], [0.659, 1.250, -4.233], [0.325, 3.609, -3.079], [1.235, 2.872, -1.751], [1.930, 2.946, -3.394], [-1.452, 2.629, -3.414], [-1.624, 0.960, -4.003], [-1.610, 1.306, -2.261], [-2.083, -0.344, 6.399], [-1.852, 0.473, 5.615], [-1.479, 1.632, 4.332], [-2.493, 3.014, 4.635], [-3.017, 3.919, 5.142], [-0.044, 2.193, 5.150], [0.915, 2.533, 5.693], [-0.665, 1.743, 2.531], [-0.479, 0.551, 1.842], [0.404, -0.449, 1.593], [0.349, -1.544, 2.574], [1.341, -1.694, 3.597], [1.146, -2.611, 4.628], [0.046, -3.471, 4.638], [-0.931, -3.327, 3.638], [-0.814, -2.344, 2.642], [-2.195, 1.146, 1.859], [-2.723, 0.716, 0.246], [-3.040, 0.522, -0.858], [-3.418, 2.456, 2.058], [-4.262, 3.254, 1.974], [-3.049, -0.009, 2.871], [-3.804, -0.713, 3.397], [-0.142, 2.700, 2.355], [1.274, -0.319, 0.937], [2.239, -1.068, 3.572], [1.901, -2.709, 5.426], [-0.074, -4.231, 5.415], [-1.792, -3.997, 3.618], [-1.607, -2.201, 1.902]]
}



Entry 7:
{
  "formula": "C24H28FeN4O6Se",
  "method": "ωB97M-V/def2-TZVPD",
  "total_energy_ha": -5266.680503,
  "spin_multiplicity": 2,
  "charge": 1,
  "de_lowest_kcal_mol": 0.0,
  "species": ["Fe", "C", "C", "C", "C", "C", "N", "C", "C", "C", "N", "C", "C", "C", "C", "C", "C", "C", "C", "N", "C", "C", "C", "N", "C", "C", "C", "C", "O", "C", "O", "H", "H", "H", "H", "H", "H", "H", "H", "H", "H", "H", "H", "H", "H", "H", "H", "H", "H", "H", "H", "H", "H", "H", "H", "H", "H", "H", "H", "O", "Se", "O", "O", "O"],
  "xyz": [[0.796, 1.266, 0.612], [1.563, -4.405, 4.837], [1.202, -3.346, 3.830], [0.058, -3.419, 3.059], [-0.305, -2.399, 2.163], [-1.498, -2.514, 1.399], [-1.940, -1.652, 0.542], [-3.216, -1.743, -0.155], [-3.124, -1.244, -1.602], [-2.426, -2.203, -2.580], [-0.991, -2.345, -2.328], [-0.077, -1.406, -2.360], [-0.140, -0.089, -2.844], [-0.965, 0.425, -3.860], [-0.977, 1.766, -4.181], [-1.838, 2.294, -5.296], [-0.207, 2.644, -3.410], [0.563, 2.209, -2.345], [1.203, 3.136, -1.451], [1.501, 2.859, -0.236], [2.231, 3.851, 0.553], [2.763, 3.279, 1.860], [3.487, 1.936, 1.705], [2.524, 0.848, 1.759], [2.665, -0.114, 2.586], [1.748, -1.218, 2.758], [2.046, -2.249, 3.644], [0.528, -1.252, 2.043], [0.156, -0.289, 1.301], [0.677, 0.811, -2.071], [1.410, 0.378, -1.116], [0.766, -5.137, 4.955], [1.755, -3.947, 5.808], [2.470, -4.936, 4.543], [-0.588, -4.285, 3.154], [-2.084, -3.421, 1.530], [-1.490, -0.725, 0.500], [-3.921, -1.098, 0.376], [-3.586, -2.770, -0.108], [-2.619, -0.276, -1.600], [-4.139, -1.090, -1.968], [-2.588, -1.862, -3.601], [-2.858, -3.201, -2.506], [-0.718, -3.185, -1.841], [0.846, -1.659, -1.849], [-1.593, -0.244, -4.434], [-2.331, 1.489, -5.835], [-1.241, 2.870, -6.005], [-2.604, 2.962, -4.897], [-0.265, 3.709, -3.611], [1.434, 4.129, -1.837], [1.566, 4.685, 0.790], [3.057, 4.241, -0.046], [1.936, 3.144, 2.561], [3.454, 4.006, 2.285], [4.235, 1.828, 2.495], [3.999, 1.884, 0.739], [3.557, -0.142, 3.217], [2.973, -2.201, 4.207], [-2.777, 3.121, 0.384], [-1.870, 1.917, 0.859], [-0.427, 2.462, 1.540], [-1.202, 1.086, -0.427], [-2.564, 0.831, 1.806]]
}